Below is 12 unconnected molecules or ions with the total composition C56H84N12O4 at a distorted geometry, with properties calculated with ωB97M-V with the def2-TZVPD basis set.

Molecular weight (g/mol): 989.4
SMILES: COC[C@H](C)N.COC[C@H](C)N.COC[C@H](C)N.COC[C@H](C)N.c1ccncc1.c1ccncc1.c1ccncc1.c1ccncc1.c1ccncc1.c1ccncc1.c1ccncc1.c1ccncc1
HOMO energy (Eh): -0.3226
E_LUMO (eV): 0.65
Frontier orbital gap (eV): 9.43

Each line ends with the Mulliken charge.
Geometry (Å):
1 N -5.5844 -2.8388 1.1985  -0.53
2 C -4.6333 -2.0716 0.8038  -0.30
3 C -4.6331 -1.4858 -0.4743  -0.15
4 C -5.6876 -1.6616 -1.3367  -0.42
5 C -6.6982 -2.5833 -0.9492  -0.58
6 C -6.6045 -3.0847 0.3521  -0.33
7 H -3.7699 -1.9867 1.4392  0.70
8 H -3.8147 -0.7947 -0.7614  0.33
9 H -5.7032 -1.1425 -2.2867  0.45
10 H -7.5213 -2.7997 -1.5661  0.48
11 H -7.3021 -3.8287 0.8356  0.34
12 N -0.7712 -0.1284 -4.2722  -0.13
13 C -1.5926 0.8846 -4.0937  -0.33
14 C -1.1924 2.2370 -4.2501  -0.53
15 C 0.1296 2.4451 -4.7398  -0.43
16 C 1.0043 1.3997 -4.9739  -0.91
17 C 0.4558 0.0893 -4.7565  -0.15
18 H -2.6021 0.6040 -3.7997  0.47
19 H -1.8692 3.0592 -4.1310  0.65
20 H 0.4229 3.4327 -4.9137  0.41
21 H 1.9527 1.5145 -5.4520  0.49
22 H 0.9750 -0.8788 -4.8406  0.38
23 N 2.5951 -4.4223 0.1742  -0.10
24 C 3.9149 -4.5118 0.1879  -0.06
25 C 4.6896 -5.2426 -0.7606  -0.87
26 C 3.9828 -5.9158 -1.7529  -0.33
27 C 2.5310 -5.9414 -1.6563  -0.49
28 C 1.9321 -5.1100 -0.6796  0.37
29 H 4.3878 -3.9438 0.9528  0.23
30 H 5.7465 -5.2399 -0.7796  0.46
31 H 4.4439 -6.4000 -2.5965  0.46
32 H 1.9667 -6.4264 -2.3753  0.42
33 H 0.7893 -5.0410 -0.7008  -0.14
34 N -3.4343 -4.6966 -4.5344  -0.58
35 C -2.9723 -3.5732 -4.0319  -0.60
36 C -2.2393 -3.5721 -2.7581  0.28
37 C -2.1038 -4.7513 -2.0932  -0.14
38 C -2.7459 -5.9064 -2.5892  -0.76
39 C -3.3424 -5.8316 -3.8407  -0.26
40 H -3.2429 -2.6610 -4.5895  0.44
41 H -1.9052 -2.6203 -2.3220  0.47
42 H -1.6914 -4.8332 -1.1220  0.44
43 H -2.6548 -6.8783 -2.0872  0.36
44 H -3.7499 -6.7664 -4.2674  0.33
45 N -1.8115 1.0122 5.3537  -0.14
46 C -2.5695 0.1290 4.6398  -0.20
47 C -3.8918 -0.1907 4.9187  -0.75
48 C -4.4933 0.5230 5.9465  -0.30
49 C -3.7412 1.4070 6.7271  -0.43
50 C -2.3975 1.6238 6.3700  -0.26
51 H -1.9936 -0.2913 3.8200  0.58
52 H -4.4705 -1.0079 4.3809  0.32
53 H -5.4994 0.2689 6.1729  0.47
54 H -4.2556 1.9600 7.5884  0.28
55 H -1.7785 2.3837 6.9237  0.33
56 N -4.0873 3.7487 -0.9723  -0.55
57 C -2.8866 3.4742 -0.4302  -0.68
58 C -1.7000 3.8825 -0.9766  0.39
59 C -1.7513 4.6593 -2.1206  -0.58
60 C -2.9782 5.0666 -2.6480  -0.47
61 C -4.1233 4.5997 -1.9874  -0.64
62 H -2.8241 2.6981 0.3109  1.04
63 H -0.7322 3.5707 -0.5334  -0.07
64 H -0.8904 5.0534 -2.6028  0.56
65 H -3.0303 5.7494 -3.4898  0.44
66 H -5.0819 4.8931 -2.3491  0.45
67 N -2.3871 4.8053 2.6594  -0.36
68 C -3.1800 5.7671 2.3332  -0.51
69 C -4.5608 5.5727 2.2136  -0.56
70 C -5.0257 4.2979 2.4224  -0.66
71 C -4.1428 3.2486 2.6203  0.00
72 C -2.8393 3.5291 2.7452  -0.21
73 H -2.7094 6.7316 2.2033  0.45
74 H -5.2412 6.3773 2.0209  0.45
75 H -6.0614 4.2009 2.4068  0.46
76 H -4.4866 2.1940 2.6545  0.39
77 H -2.0735 2.7690 2.8817  0.30
78 N 2.7240 4.0710 -2.7373  -0.51
79 C 4.0312 3.7639 -2.8669  -0.64
80 C 4.6550 2.8217 -2.0954  -0.67
81 C 3.8809 2.1072 -1.1962  -0.76
82 C 2.5166 2.4424 -1.0197  1.49
83 C 2.0172 3.3740 -1.8322  0.34
84 H 4.4876 4.3023 -3.6975  0.41
85 H 5.7548 2.6949 -2.2324  0.37
86 H 4.3297 1.3508 -0.6225  0.67
87 H 1.9294 1.8840 -0.3021  -0.41
88 H 0.9269 3.6812 -1.8660  -0.13
89 C 5.1969 -0.2457 2.9799  -1.46
90 C 4.3209 -1.3889 2.3907  0.17
91 C 3.1914 -1.9267 3.3266  -0.49
92 O 2.3247 -0.8693 3.5474  -0.02
93 C 1.4775 -1.1500 4.6579  -1.08
94 N 3.8150 -0.8768 1.1438  -0.19
95 H 4.8088 0.7855 2.8851  0.06
96 H 6.0533 -0.2556 2.3255  0.49
97 H 5.5954 -0.4966 3.9631  0.39
98 H 4.9400 -2.2240 2.0607  0.40
99 H 3.6441 -2.4312 4.1885  0.53
100 H 2.7352 -2.7883 2.7253  0.10
101 H 2.0598 -1.2479 5.5584  0.39
102 H 0.8860 -2.0518 4.6020  0.41
103 H 0.7331 -0.3150 4.7621  0.16
104 H 3.5041 -1.6613 0.5157  0.04
105 H 3.0564 -0.1440 1.2660  -0.08
106 C 0.9181 -4.9143 -5.9216  -1.40
107 C 1.9554 -4.0449 -5.2088  0.11
108 C 1.5145 -3.3478 -3.9321  0.68
109 O 2.5051 -2.3470 -3.6800  -0.52
110 C 2.4959 -1.7361 -2.4241  -0.58
111 N 3.1927 -4.6834 -4.9806  -0.54
112 H 0.3981 -5.6017 -5.2317  0.23
113 H 1.4456 -5.5796 -6.6489  0.39
114 H 0.2211 -4.3425 -6.5394  0.36
115 H 2.0987 -3.1690 -5.8869  0.09
116 H 1.3760 -3.9871 -3.0582  -0.22
117 H 0.5015 -2.8800 -4.0588  0.20
118 H 1.5294 -1.3929 -2.0363  0.24
119 H 3.1646 -0.9049 -2.4595  0.41
120 H 2.9318 -2.3284 -1.6034  0.22
121 H 3.8080 -4.0837 -4.5117  0.23
122 H 3.5360 -5.0373 -5.8509  0.25
123 C 1.8974 5.3626 4.3880  -1.35
124 C 1.5373 4.6308 3.0853  -0.61
125 C 2.7296 3.8708 2.6055  0.13
126 O 3.9615 4.5586 2.8464  -0.48
127 C 4.8581 4.2399 1.7925  -0.52
128 N 0.4024 3.6931 3.1812  -0.22
129 H 1.8575 4.5461 5.1444  0.28
130 H 1.1311 6.1365 4.6599  0.34
131 H 2.9262 5.6794 4.1857  0.40
132 H 1.2018 5.3711 2.3633  0.64
133 H 2.6839 3.6572 1.5868  0.12
134 H 2.6990 3.0392 3.2616  0.11
135 H 5.8623 4.6347 2.0299  0.32
136 H 4.5684 4.7290 0.8257  0.26
137 H 4.8190 3.1726 1.6208  0.11
138 H -0.4266 4.3279 3.1660  0.39
139 H 0.5244 3.1478 4.0570  0.12
140 C -0.3868 0.5810 -0.5055  2.05
141 C -0.2836 0.3185 1.0008  1.52
142 C 0.0351 -1.1154 1.3597  -0.29
143 O -1.1169 -1.8955 1.0602  0.35
144 C -1.0566 -3.2588 1.2661  -0.32
145 N 0.8439 1.1396 1.5242  0.93
146 H 0.4495 0.2368 -1.1630  -0.82
147 H -0.3464 1.7017 -0.5460  -1.42
148 H -1.3447 0.2657 -1.0305  -0.54
149 H -1.2101 0.4823 1.5351  -0.27
150 H 0.3394 -1.1281 2.4133  -0.33
151 H 0.8698 -1.5799 0.8006  -0.04
152 H -2.0357 -3.7099 1.1373  0.34
153 H -0.7722 -3.5333 2.2882  0.31
154 H -0.3752 -3.7621 0.5079  -0.32
155 H 1.2783 0.7641 2.3638  -0.02
156 H 0.5279 2.0685 1.7771  -0.67